[1]
DFT (ωB97M-V/def2-TZVPD) results for C3H3OP as an isolated structure in a non-equilibrium geometry.

XYZ file:
```
8
Properties=species:S:1:pos:R:3:forces:R:3:lowdin_charge:R:1
C 1.112 0.713 -0.396 4.436 2.164 1.959 -0.3541
C 2.109 1.168 0.275 -3.843 -1.661 -3.102 0.0536
C -0.120 0.044 -0.711 -0.818 -0.557 4.019 -0.3402
O -2.001 -1.042 0.237 -1.260 -0.089 0.239 -0.4609
P -0.644 -0.412 0.926 -0.113 -0.127 -4.032 0.9426
H -0.954 -0.252 -1.465 2.495 1.089 0.649 0.0928
H 3.005 1.612 0.731 -1.053 -0.518 -0.541 0.0258
H -2.508 -1.831 0.404 0.156 -0.300 0.808 0.0404
```
Positions in Å, forces in eV/Å.

Output
* HOMO (alpha / beta): -8.0 / -8.0 eV
* energy: -532.559650 Eh



[2]
DFT (ωB97M-V/def2-TZVPD) results for a 2-piece molecular cluster, C3H3P overall in a non-equilibrium geometry.

XYZ file:
```
7
Properties=species:S:1:pos:R:3:forces:R:3:lowdin_charge:R:1
C 1.662 0.838 -0.670 -0.176 -1.003 0.833 0.1180
C 0.844 0.200 0.034 2.291 2.104 -2.142 -0.3811
C -0.109 -0.304 0.764 -3.463 -1.998 0.736 -0.1946
P -2.322 0.346 -0.190 3.562 1.633 1.200 0.6995
H 2.583 1.095 -1.164 -0.532 0.088 0.049 0.0274
H 0.086 -1.273 1.350 -0.853 1.705 -0.794 0.0612
H -2.744 -0.902 -0.124 -0.829 -2.528 0.118 -0.3304
```
Positions in Å, forces in eV/Å.

Output
* HOMO (alpha / beta): -8.1 / -8.8 eV
* 2S+1: 3
* energy: -457.208758 Eh



[3]
DFT (ωB97M-V/def2-TZVPD) results for a 16-piece molecular cluster, C3H40NO15S overall in a non-equilibrium geometry.

XYZ file:
```
60
Properties=species:S:1:pos:R:3:forces:R:3:lowdin_charge:R:1
C 0.533 -0.967 2.015 -1.008 -0.139 0.296 -0.1956
C 1.509 -1.632 3.017 -1.871 1.378 -0.368 -0.2558
C 2.050 -2.892 2.441 1.056 -1.269 -0.658 -0.5123
S 3.322 -2.325 1.264 1.051 0.077 -0.293 0.7656
N 1.187 -0.021 1.094 -0.825 0.388 -0.766 0.1592
H -0.090 -1.670 1.449 0.982 -0.452 -0.366 0.1192
H -0.313 -0.429 2.444 0.789 0.468 0.863 0.1100
H 0.913 -1.731 3.924 0.292 -0.488 0.164 0.1251
H 2.274 -0.874 3.238 0.147 -0.404 0.139 0.1076
H 1.356 -3.469 1.839 -0.537 0.159 0.260 0.0705
H 2.481 -3.594 3.156 0.066 0.299 0.138 0.0778
H 3.402 -3.254 0.274 -0.394 0.101 0.611 -0.1128
H 1.783 0.606 1.625 0.136 0.044 -0.156 0.1015
H 1.728 -0.491 0.359 0.157 0.050 0.100 0.0777
H 0.455 0.571 0.620 0.464 -0.426 0.127 0.1037
H -0.951 2.593 -0.178 0.019 -0.137 -0.373 0.0508
H -0.107 2.558 1.051 0.190 0.148 0.214 0.0627
O -0.042 2.446 0.097 0.075 0.482 0.137 -0.0332
H -2.573 -0.513 -3.436 0.606 -0.544 0.046 0.0449
H -3.716 -0.460 -4.394 -0.292 0.374 -0.386 0.1127
O -2.969 0.074 -4.101 -1.750 -1.915 -0.006 -0.0306
H -2.664 -3.019 -0.147 -0.921 -0.813 0.566 0.0216
H -3.006 -4.420 -0.979 -0.268 0.128 0.945 0.0718
O -2.611 -3.548 -0.946 0.704 0.063 -1.101 -0.0423
H 1.174 1.946 4.101 0.146 0.623 0.043 0.0159
H -0.209 2.724 4.233 0.655 -0.247 0.035 0.0500
O 0.221 1.858 4.169 -0.651 -0.360 -0.260 -0.0566
H -4.256 -1.366 1.787 -0.601 0.533 -0.269 0.0646
H -4.112 -0.935 0.197 -0.552 0.220 0.718 0.0524
O -3.793 -1.441 0.954 1.378 -0.844 -0.610 -0.0307
H 1.058 -3.109 -1.040 -0.011 0.022 -0.164 0.0360
H 0.658 -1.734 -1.632 0.043 0.005 -0.103 -0.0140
O 1.419 -2.277 -1.365 -0.109 -0.065 0.284 -0.0961
H 3.848 0.865 -0.821 0.073 -0.194 0.323 0.0604
H 3.134 2.172 -0.939 -0.146 0.222 0.558 0.0183
O 3.409 1.515 -0.259 0.183 -0.402 -0.734 -0.0718
H -1.630 -2.588 -2.176 0.062 0.841 -0.355 0.0615
H -1.586 -1.553 -1.170 0.037 0.905 0.148 0.0146
O -1.426 -1.621 -2.114 -0.155 -1.042 -0.384 -0.0644
H -1.747 -0.530 0.905 -0.611 0.290 0.049 0.0162
H -2.184 0.781 0.198 0.284 -0.466 -0.084 0.0177
O -1.441 0.351 0.662 -0.270 -0.257 0.171 -0.0910
H 3.365 1.574 1.781 1.204 0.502 -0.362 -0.0166
H 4.162 2.585 2.761 0.230 -0.498 -0.375 0.0521
O 3.317 2.309 2.400 -1.338 0.187 0.777 -0.0563
H 1.398 2.849 -1.368 -0.184 0.584 0.330 0.0079
H 2.192 4.209 -1.104 -0.402 0.005 0.389 0.0583
O 2.095 3.448 -1.674 0.456 -0.572 -0.824 -0.0473
H -4.989 3.150 0.447 0.491 0.728 -0.583 0.0607
H -3.510 3.211 -0.314 -0.662 0.926 -0.236 0.0353
O -4.111 2.787 0.293 0.054 -1.500 0.826 -0.0418
H -0.624 1.431 -4.416 0.215 0.251 0.358 0.0889
H -1.985 1.076 -3.927 0.574 0.626 -0.095 -0.0395
O -1.117 1.362 -3.584 0.845 0.969 -0.623 -0.0672
H -3.887 1.386 -1.389 -0.066 0.077 0.290 0.0515
H -2.870 0.817 -2.367 -0.057 0.171 0.871 0.0161
O -3.037 0.932 -1.412 -0.428 0.083 -0.595 -0.0550
H -0.006 0.553 -2.653 0.414 -0.109 0.426 -0.0024
H 1.300 -0.218 -2.874 0.152 0.055 0.102 0.0545
O 0.803 0.231 -2.181 -0.116 0.160 -0.177 -0.0822
```
Positions in Å, forces in eV/Å.

Output
* charge: +1
* HOMO: -11.6 eV
* energy: -1719.602499 Eh



[4]
DFT (ωB97M-V/def2-TZVPD) results for C3H4AgLiO4 as an isolated structure in a non-equilibrium geometry.

XYZ file:
```
13
Properties=species:S:1:pos:R:3:forces:R:3:lowdin_charge:R:1
H 2.706 0.473 -2.800 -0.140 0.285 0.156 0.1136
C 2.260 1.304 -2.247 0.263 -0.206 -0.378 -0.0382
C 2.770 2.231 -1.265 0.334 0.441 0.080 -0.0749
O 1.816 1.163 -0.959 -0.437 -0.441 0.523 -0.1928
H 3.751 2.078 -0.808 -0.289 0.055 -0.133 0.1222
H 2.345 3.235 -1.197 0.138 -0.309 -0.039 0.1194
O -1.549 -0.755 1.140 2.101 0.055 -2.020 -0.1120
C -2.194 -1.773 1.449 -3.489 2.519 3.554 -0.7718
O -1.971 -2.267 2.679 -0.995 -1.771 0.114 0.0966
Ag 0.383 0.005 0.421 -0.279 -0.075 0.067 0.8423
H -2.895 -2.643 2.902 2.266 0.397 -0.230 0.1728
Li -4.018 -1.098 -0.405 0.121 -0.249 0.513 0.8634
O -3.403 -1.953 1.090 0.406 -0.701 -2.206 -0.1405
```
Positions in Å, forces in eV/Å.

Output
* charge: +1
* HOMO (alpha / beta): -12.4 / -13.7 eV
* 2S+1: 2
* energy: -571.864821 Eh



[5]
DFT (ωB97M-V/def2-TZVPD) results for C3H4AgO2 as an isolated structure in a non-equilibrium geometry.

XYZ file:
```
10
Properties=species:S:1:pos:R:3:forces:R:3:lowdin_charge:R:1
C -1.029 -0.577 0.002 -1.434 -0.973 0.006 -0.0803
C -1.898 0.483 0.028 1.356 0.479 -0.004 0.0300
H -0.956 -1.213 0.891 0.468 0.575 -0.015 0.0758
H -0.977 -1.185 -0.908 0.476 0.574 0.016 0.0758
H -2.163 0.972 0.967 -0.095 -0.285 -0.248 0.0740
H -2.181 1.003 -0.890 -0.094 -0.296 0.239 0.0739
C 1.432 -0.053 -0.015 -3.112 -0.868 0.030 -0.3984
O 1.791 1.145 -0.013 0.003 0.196 -0.001 0.0337
O 2.245 -1.004 -0.025 -0.079 0.069 -0.001 0.0013
Ag 3.736 0.429 -0.037 2.510 0.530 -0.022 1.1142
```
Positions in Å, forces in eV/Å.

Output
* charge: +1
* HOMO (alpha / beta): -13.3 / -14.0 eV
* 2S+1: 3
* energy: -413.660067 Eh



[6]
DFT (ωB97M-V/def2-TZVPD) results for C3H4BaO2 as an isolated structure in a non-equilibrium geometry.

XYZ file:
```
10
Properties=species:S:1:pos:R:3:forces:R:3:lowdin_charge:R:1
C -1.315 -0.557 -0.001 -2.713 -0.702 0.012 -0.1165
C -2.175 0.488 0.023 0.399 -1.139 -0.019 -0.0558
H -1.264 -1.215 0.872 0.753 0.764 0.233 0.0507
H -1.276 -1.185 -0.897 0.738 0.764 -0.221 0.0504
H -2.608 0.844 0.960 0.427 0.153 -0.232 0.0515
H -2.625 0.872 -0.896 0.438 0.156 0.226 0.0515
C 1.837 0.007 -0.014 0.663 0.227 -0.002 -0.4838
O 2.218 1.195 -0.010 -0.371 0.543 0.004 -0.3040
O 2.626 -0.961 -0.020 -0.138 -0.759 -0.002 -0.3121
Ba 4.582 0.512 -0.018 -0.196 -0.006 0.000 2.0681
```
Positions in Å, forces in eV/Å.

Output
* charge: +1
* HOMO (alpha / beta): -11.6 / -12.1 eV
* 2S+1: 2
* energy: -292.392172 Eh



[7]
DFT (ωB97M-V/def2-TZVPD) results for C3H4BaO3 as an isolated structure in a non-equilibrium geometry.

XYZ file:
```
11
Properties=species:S:1:pos:R:3:forces:R:3:lowdin_charge:R:1
C -0.777 -1.814 1.256 0.321 -0.044 -0.109 -0.3997
O -1.648 0.815 0.664 1.218 0.524 0.855 -0.1680
C -2.199 -0.179 0.131 -1.108 0.379 -1.196 -0.8302
C 0.580 -1.210 1.416 0.267 -0.630 -0.058 -0.4287
O -1.529 -1.377 0.111 0.356 -0.861 0.294 -0.0880
O -3.274 -0.194 -0.493 0.421 0.025 0.397 -0.0383
H -0.704 -2.908 1.110 -0.139 0.209 0.003 0.0950
H 1.233 -1.892 1.988 -0.229 -0.336 0.270 -0.0738
H -1.399 -1.659 2.155 0.042 0.013 -0.024 0.1057
H 2.218 3.166 1.154 1.265 2.096 0.020 -0.4917
Ba 1.331 1.262 1.194 -2.414 -1.377 -0.451 1.3176
```
Positions in Å, forces in eV/Å.

Output
* charge: -1
* HOMO (alpha / beta): -3.2 / -3.3 eV
* 2S+1: 2
* energy: -367.818572 Eh



[8]
DFT (ωB97M-V/def2-TZVPD) results for C3H4BiO3 as an isolated structure in a non-equilibrium geometry.

XYZ file:
```
11
Properties=species:S:1:pos:R:3:forces:R:3:lowdin_charge:R:1
C 0.029 -0.660 -1.459 -1.298 0.823 1.823 0.1019
C 1.119 -0.293 -0.688 -0.129 -2.210 -0.070 0.0790
O 1.061 0.436 0.434 -0.794 0.989 2.292 0.2210
C -0.015 0.588 1.240 2.404 0.722 -5.655 -0.6156
O -1.159 0.130 0.860 -1.498 -0.432 2.048 -0.1270
O 0.030 1.441 2.127 -0.153 0.261 2.612 0.0116
H -0.307 0.130 -2.141 -0.608 0.274 -0.133 0.1708
H 2.091 -0.785 -0.777 0.259 0.349 0.047 0.1996
H 0.200 -1.613 -1.975 -0.194 0.262 -0.099 0.1497
Bi -2.015 1.014 2.757 -0.202 0.369 0.185 2.5640
H -1.035 -0.389 -0.377 2.213 -1.408 -3.050 0.2448
```
Positions in Å, forces in eV/Å.

Output
* charge: +3
* HOMO: -23.8 eV
* energy: -555.527730 Eh



- Among the records above, which one has the lowest energy?
  C3H40NO15S



- Which formula does entry 6 have?
  C3H4BaO2



- energy of number 3 (C3H40NO15S)?
  -1719.602499 Eh



- Which formula does entry 8 have?
  C3H4BiO3